Record 1
{
  "formula": "C35H33ClMgN4Si2",
  "method": "ωB97M-V/def2-TZVPD",
  "lumo_energy_ha": [-0.0125, -0.0125],
  "homo_lumo_gap_ev": [5.1, 5.2],
  "e_above_lowest_kj_mol": 474.8,
  "max_force_ev_per_a": 3.9,
  "e_tot_ev": -76510.612,
  "spin_multiplicity": 1,
  "symbols": ["C", "C", "C", "H", "C", "C", "H", "H", "H", "H", "Mg", "Si", "C", "C", "H", "C", "H", "C", "H", "C", "H", "C", "H", "C", "C", "H", "C", "H", "C", "H", "C", "H", "C", "H", "H", "Si", "C", "C", "H", "C", "H", "C", "H", "C", "H", "C", "H", "C", "C", "H", "C", "H", "C", "H", "C", "H", "C", "H", "H", "Cl", "N", "C", "C", "N", "C", "C", "N", "C", "C", "N", "H", "H", "H", "H", "H", "H"],
  "xyz": [[-2.207, -0.895, 4.535], [-2.767, -0.487, 3.302], [-2.581, -1.541, 2.357], [-3.312, 0.436, 3.118], [-1.920, -2.621, 3.036], [-1.672, -2.198, 4.370], [-1.247, -2.806, 5.164], [-2.238, -0.330, 5.465], [-3.023, -1.585, 1.362], [-1.718, -3.612, 2.623], [-0.186, -0.880, 1.906], [2.845, 2.347, -0.419], [1.180, 3.103, -0.772], [0.987, 4.068, -1.773], [1.798, 4.333, -2.451], [-0.253, 4.695, -1.907], [-0.388, 5.459, -2.671], [-1.328, 4.329, -1.095], [-2.301, 4.811, -1.217], [-1.172, 3.292, -0.162], [-2.003, 2.971, 0.472], [0.075, 2.684, -0.006], [0.215, 1.872, 0.715], [0.381, -0.629, -0.062], [-1.078, -0.491, -0.216], [-1.579, 0.472, -0.145], [-1.701, -1.607, -0.917], [-2.669, -1.484, -1.419], [-1.238, -2.920, -0.594], [-1.926, -3.762, -0.746], [0.033, -3.081, -0.073], [0.381, -4.079, 0.202], [0.890, -1.953, 0.085], [1.951, -2.121, 0.284], [2.716, 1.717, 0.925], [-0.017, -0.958, -1.786], [0.496, -2.193, -3.143], [-0.227, -2.146, -4.343], [-1.001, -1.393, -4.489], [0.040, -3.039, -5.381], [-0.508, -2.957, -6.314], [1.024, -4.018, -5.232], [1.241, -4.719, -6.040], [1.747, -4.076, -4.038], [2.514, -4.837, -3.908], [1.500, -3.162, -3.006], [2.106, -3.196, -2.100], [-0.313, 0.578, -2.880], [-1.576, 1.154, -2.967], [-2.403, 0.777, -2.367], [-1.811, 2.207, -3.856], [-2.803, 2.661, -3.908], [-0.765, 2.707, -4.633], [-0.929, 3.580, -5.263], [0.492, 2.100, -4.591], [1.314, 2.476, -5.204], [0.687, 1.005, -3.751], [1.638, 0.483, -3.774], [3.831, 3.347, -0.585], [3.384, 0.856, -1.743], [0.745, 1.967, 4.872], [-0.149, 2.904, 4.364], [-0.703, 2.327, 3.254], [-0.147, 1.073, 3.044], [0.716, 0.871, 4.062], [1.406, -0.375, 4.341], [1.264, -1.519, 3.641], [2.017, -2.476, 4.313], [2.624, -1.910, 5.404], [2.227, -0.582, 5.409], [1.303, 2.076, 5.710], [-0.314, 3.860, 4.813], [-1.454, 2.732, 2.595], [2.068, -3.497, 3.969], [3.290, -2.315, 6.144], [2.498, 0.121, 6.093]]
}

***

Record 2
{
  "formula": "C35H33ClN2O4PRhSi",
  "method": "ωB97M-V/def2-TZVPD",
  "lumo_energy_ha": [-0.0424, -0.0529],
  "homo_lumo_gap_ev": [6.6, 6.3],
  "max_force_ev_per_a": 3.2,
  "e_tot_ev": -80700.303,
  "spin_multiplicity": 1,
  "symbols": ["Rh", "C", "C", "C", "C", "C", "C", "N", "N", "Si", "C", "C", "C", "H", "H", "H", "H", "H", "H", "H", "H", "H", "H", "H", "H", "H", "H", "H", "O", "C", "O", "C", "C", "C", "C", "C", "C", "P", "C", "C", "C", "C", "C", "C", "C", "C", "C", "C", "C", "C", "H", "H", "H", "H", "H", "H", "H", "H", "H", "H", "H", "H", "H", "H", "Cl", "C", "C", "C", "C", "C", "C", "C", "O", "O", "H", "H", "H", "H"],
  "xyz": [[-0.508, -0.389, 0.378], [-0.625, 2.679, -1.838], [-0.891, 1.345, -2.466], [-1.166, 1.203, -3.815], [-1.392, -0.077, -4.330], [-1.336, -1.180, -3.513], [-1.058, -0.986, -2.143], [-0.844, 0.271, -1.680], [-1.005, -1.893, -1.169], [-0.891, -3.621, -1.211], [-1.313, -4.197, 0.538], [0.854, -4.093, -1.782], [-2.052, -4.486, -2.440], [-1.153, 3.469, -2.368], [0.444, 2.900, -1.870], [-0.945, 2.669, -0.796], [-1.226, 2.077, -4.447], [-1.619, -0.197, -5.382], [-1.516, -2.183, -3.874], [-0.480, -4.745, 0.983], [-2.191, -4.844, 0.552], [-1.508, -3.337, 1.176], [1.599, -3.422, -1.353], [0.941, -4.029, -2.869], [1.104, -5.115, -1.485], [-3.025, -4.001, -2.543], [-2.223, -5.505, -2.083], [-1.604, -4.558, -3.433], [-2.997, 2.676, 1.042], [-2.048, 2.198, 1.625], [-1.724, 0.932, 1.641], [-1.098, 3.044, 2.418], [-1.429, 4.341, 2.778], [-0.533, 5.105, 3.505], [0.706, 4.575, 3.843], [1.049, 3.287, 3.466], [0.142, 2.502, 2.756], [0.454, 0.757, 2.321], [2.277, 0.646, 2.423], [3.009, 1.550, 1.648], [4.391, 1.497, 1.623], [5.060, 0.512, 2.338], [4.338, -0.417, 3.073], [2.954, -0.353, 3.115], [-0.148, -0.136, 3.794], [0.497, 0.073, 5.011], [0.099, -0.622, 6.142], [-0.959, -1.516, 6.069], [-1.624, -1.704, 4.866], [-1.221, -1.021, 3.732], [-2.399, 4.727, 2.492], [-0.796, 6.110, 3.809], [1.411, 5.170, 4.409], [2.025, 2.900, 3.724], [2.482, 2.300, 1.070], [4.950, 2.219, 1.042], [6.140, 0.461, 2.313], [4.855, -1.207, 3.603], [2.398, -1.077, 3.695], [1.314, 0.781, 5.073], [0.616, -0.465, 7.079], [-1.261, -2.062, 6.953], [-2.460, -2.390, 4.815], [-1.737, -1.171, 2.795], [6.332, -5.356, 2.096], [4.941, -4.411, 1.692], [3.785, -4.547, 2.449], [2.683, -3.768, 2.145], [2.742, -2.850, 1.102], [3.895, -2.744, 0.334], [4.998, -3.528, 0.625], [1.587, -1.942, 0.844], [1.639, -1.110, -0.093], [0.571, -2.016, 1.595], [3.761, -5.256, 3.266], [1.767, -3.852, 2.716], [3.920, -2.030, -0.478], [5.898, -3.450, 0.031]]
}

***

Record 3
{
  "formula": "C35H33ClN4S2Si2Y",
  "method": "ωB97M-V/def2-TZVPD",
  "charge": 1,
  "lumo_energy_ha": -0.0984,
  "homo_lumo_gap_ev": 7.7,
  "e_above_lowest_kj_mol": 0.0,
  "max_force_ev_per_a": 2.8,
  "e_tot_ev": -93779.815,
  "spin_multiplicity": 1,
  "symbols": ["C", "C", "C", "H", "C", "C", "H", "H", "H", "H", "Y", "Si", "C", "C", "H", "C", "H", "C", "H", "C", "H", "C", "H", "C", "C", "H", "C", "H", "C", "H", "C", "H", "C", "H", "H", "Si", "C", "C", "H", "C", "H", "C", "H", "C", "H", "C", "H", "C", "C", "H", "C", "H", "C", "H", "C", "H", "C", "H", "H", "Cl", "N", "C", "N", "C", "C", "S", "C", "C", "S", "C", "N", "N", "H", "H", "H", "H", "H", "H"],
  "xyz": [[0.248, -1.026, 0.810], [1.469, -0.532, 0.261], [1.876, 0.591, 1.056], [2.025, -0.965, -0.576], [0.885, 0.811, 2.053], [-0.133, -0.193, 1.899], [-0.986, -0.344, 2.566], [-0.254, -1.954, 0.510], [2.822, 1.132, 0.974], [0.935, 1.551, 2.855], [-0.245, 1.286, -0.096], [1.895, 3.885, -2.452], [3.085, 2.654, -3.196], [3.423, 2.883, -4.540], [2.896, 3.684, -5.065], [4.450, 2.170, -5.155], [4.730, 2.389, -6.197], [5.145, 1.187, -4.420], [5.958, 0.620, -4.893], [4.799, 0.918, -3.080], [5.345, 0.159, -2.494], [3.767, 1.656, -2.471], [3.535, 1.533, -1.409], [3.461, 3.901, 0.699], [4.573, 3.261, 1.269], [5.452, 3.041, 0.669], [4.559, 3.075, 2.664], [5.457, 2.669, 3.131], [3.466, 3.458, 3.435], [3.540, 3.458, 4.511], [2.279, 3.881, 2.826], [1.388, 4.104, 3.410], [2.274, 4.038, 1.447], [1.371, 4.413, 0.948], [1.378, 2.978, -1.361], [3.471, 5.235, -0.591], [3.879, 6.728, 0.535], [5.202, 7.207, 0.660], [5.908, 7.075, -0.161], [5.610, 7.859, 1.832], [6.643, 8.190, 1.942], [4.696, 8.099, 2.868], [5.019, 8.562, 3.800], [3.342, 7.789, 2.666], [2.608, 8.003, 3.448], [2.926, 7.192, 1.461], [1.856, 7.060, 1.287], [4.865, 5.353, -1.855], [6.055, 4.623, -1.752], [6.296, 4.054, -0.854], [6.947, 4.608, -2.831], [7.841, 3.992, -2.791], [6.691, 5.340, -3.990], [7.352, 5.281, -4.854], [5.562, 6.164, -4.034], [5.361, 6.768, -4.916], [4.659, 6.185, -2.972], [3.774, 6.825, -3.022], [0.689, 3.964, -3.286], [-0.892, 3.710, 0.316], [0.793, -0.892, -2.998], [-0.510, -1.009, -2.694], [-1.142, -0.243, -1.813], [-2.506, -0.577, -1.707], [-2.873, -1.656, -2.493], [-1.537, -2.238, -3.438], [-3.280, 0.093, -0.703], [-4.605, -0.083, -0.349], [-4.996, 0.768, 1.112], [-3.336, 1.391, 1.156], [-2.568, 0.926, 0.169], [-2.902, 2.227, 2.109], [1.156, -1.513, -3.705], [1.343, -0.103, -2.676], [-3.871, -2.077, -2.477], [-5.293, -0.686, -0.929], [-3.609, 2.507, 2.790], [-2.153, 2.884, 1.833]]
}

***

Record 4
{
  "formula": "C35H33ClN4Si2V",
  "method": "ωB97M-V/def2-TZVPD",
  "charge": 1,
  "lumo_energy_ha": [-0.1742, -0.1624],
  "homo_lumo_gap_ev": [3.3, 3.7],
  "e_above_lowest_kj_mol": 0.0,
  "max_force_ev_per_a": 4.6,
  "e_tot_ev": -96748.763,
  "s2": 2.056,
  "spin_multiplicity": 3,
  "symbols": ["C", "C", "C", "H", "C", "C", "H", "H", "H", "H", "V", "Si", "C", "C", "H", "C", "H", "C", "H", "C", "H", "C", "H", "C", "C", "H", "C", "H", "C", "H", "C", "H", "C", "H", "H", "Si", "C", "C", "H", "C", "H", "C", "H", "C", "H", "C", "H", "C", "C", "H", "C", "H", "C", "H", "C", "H", "C", "H", "H", "Cl", "N", "C", "C", "N", "C", "C", "N", "C", "C", "N", "H", "H", "H", "H", "H", "H"],
  "xyz": [[-1.512, -0.563, 4.720], [-2.124, -0.025, 3.557], [-1.986, -0.970, 2.501], [-2.713, 0.898, 3.520], [-1.270, -2.092, 3.020], [-0.999, -1.849, 4.390], [-0.588, -2.566, 5.106], [-1.591, -0.161, 5.732], [-2.437, -0.898, 1.509], [-1.075, -3.031, 2.486], [-0.070, -0.353, 3.161], [0.742, 0.159, -0.383], [-0.328, 1.718, -0.363], [0.276, 2.867, -0.891], [1.351, 2.843, -1.138], [-0.497, 3.984, -1.210], [-0.047, 4.802, -1.772], [-1.830, 4.049, -0.815], [-2.418, 4.946, -1.017], [-2.409, 2.971, -0.124], [-3.443, 3.029, 0.213], [-1.653, 1.811, 0.108], [-2.140, 0.984, 0.624], [-0.241, -1.451, -0.498], [-1.464, -1.518, -1.188], [-1.930, -0.613, -1.572], [-2.057, -2.760, -1.462], [-2.949, -2.797, -2.074], [-1.520, -3.943, -0.965], [-2.001, -4.910, -1.158], [-0.357, -3.877, -0.195], [0.097, -4.791, 0.177], [0.242, -2.640, 0.073], [1.145, -2.614, 0.698], [0.997, 0.144, 1.130], [1.575, 0.081, -2.748], [1.107, -1.481, -3.698], [0.458, -1.450, -4.956], [0.237, -0.513, -5.447], [0.134, -2.649, -5.632], [-0.361, -2.606, -6.593], [0.479, -3.880, -5.089], [0.279, -4.808, -5.635], [1.136, -3.917, -3.853], [1.398, -4.871, -3.408], [1.503, -2.734, -3.195], [2.127, -2.802, -2.303], [0.777, 1.481, -3.767], [-0.620, 1.528, -3.743], [-1.179, 0.831, -3.128], [-1.310, 2.501, -4.474], [-2.388, 2.567, -4.372], [-0.631, 3.369, -5.330], [-1.179, 4.096, -5.934], [0.769, 3.278, -5.406], [1.296, 3.947, -6.081], [1.471, 2.362, -4.623], [2.553, 2.326, -4.671], [3.013, 0.331, -3.159], [2.966, 0.075, -0.656], [1.199, 2.522, 5.589], [0.149, 3.337, 5.160], [-0.417, 2.723, 4.085], [0.259, 1.521, 3.867], [1.236, 1.422, 4.796], [1.930, 0.176, 4.960], [1.569, -0.897, 4.208], [2.197, -2.020, 4.755], [2.927, -1.610, 5.826], [2.748, -0.249, 5.935], [1.860, 2.683, 6.347], [-0.075, 4.276, 5.643], [-1.215, 3.017, 3.413], [2.058, -2.985, 4.289], [3.571, -2.173, 6.505], [3.192, 0.412, 6.624]]
}

***

Q: What is the formula in the fourth record?
A: C35H33ClN4Si2V